(1)
Here is a cluster of 2 separate species, C4H10N2O2 in total from the Open Molecules 2025 dataset. Energies are from ωB97M-V with the def2-TZVPD basis set.

Atoms and positions in Å:
C  -1.530227  -0.179950  -0.014458
N  -1.595575  1.244483  -0.013388
C  -2.397669  -0.887057  -0.924639
O  -1.450169  -0.679597  1.299326
H  -2.045316  -0.136152  1.828668
H  -1.918873  1.612578  -0.897735
H  -0.689226  1.642672  0.217205
H  -2.620042  -0.474629  -1.898440
H  -2.677979  -1.900541  -0.683437
C  1.881882  -0.073648  0.161250
N  1.811506  1.211666  -0.228562
C  2.813482  -0.783438  0.772407
O  -0.299689  -0.686377  -0.685330
H  0.388467  -1.044792  0.021094
H  1.378300  1.409022  -1.117585
H  2.503908  1.882989  0.086771
H  2.595828  -1.711217  1.282020
H  3.851393  -0.446011  0.794834

Force components x, y, z for each atom (eV/Å):
C 2.00 -0.46 -0.41
N -0.18 -0.06 0.14
C -1.87 -0.10 -0.15
O -0.26 0.21 -0.30
H 0.04 0.00 0.03
H 0.03 -0.07 0.03
H -0.11 -0.10 0.01
H 0.06 -0.06 0.05
H 0.06 0.04 -0.06
C 0.93 0.02 0.75
N -0.13 0.27 -0.30
C 0.07 0.08 0.04
O 0.87 -0.47 1.67
H -1.39 1.00 -1.40
H 0.03 -0.05 0.05
H -0.07 -0.21 -0.02
H -0.04 -0.06 -0.09
H -0.04 0.01 -0.03

The calculation puts the frontier orbital gap (alpha / beta) at 7.80 / 8.27 eV.

(2)
Here is a structure of composition C4H10N2O2 from the Open Molecules 2025 dataset. Energies are from ωB97M-V with the def2-TZVPD basis set.

Atoms and positions in Å:
H  0.005579  0.643759  1.302247
O  0.564976  1.329902  2.043335
N  -0.454292  0.187015  0.091075
H  -0.044878  1.784892  2.646546
C  -0.357924  -1.173113  -0.166055
C  -0.528854  0.793034  -1.073161
C  -0.301517  -1.348055  -1.529522
N  -0.496581  -0.087758  -2.080782
H  -0.520303  0.133615  -3.062608
H  -0.553435  1.860622  -1.207414
H  -0.267698  -2.277646  -2.060149
C  -0.455209  -2.322845  0.728275
H  0.196729  -2.161777  1.595583
H  -1.433244  -2.413470  1.199531
H  -0.076694  -3.229850  0.257941
O  1.596054  2.787849  0.045851
H  1.096804  2.109121  0.591868
H  2.030485  3.384705  0.677431

Force components x, y, z for each atom (eV/Å):
H 0.71 2.18 1.65
O -0.91 -1.21 -0.43
N -0.40 -1.60 -0.30
H 0.17 -0.39 -0.46
C -0.08 0.30 -2.63
C 0.01 0.19 0.27
C -0.75 0.70 0.84
N 0.55 -0.64 -0.14
H 0.09 0.07 0.13
H -0.01 0.05 -0.02
H -0.01 0.06 -0.42
C 0.98 0.25 2.13
H 0.11 -0.05 -0.02
H -0.22 -0.31 -0.45
H -0.49 0.02 -0.09
O -0.33 -0.26 -0.03
H 0.97 1.23 0.18
H -0.39 -0.59 -0.19

The calculation puts the frontier orbital gap at 9.93 eV.

(3)
Here is a cluster of 2 separate species, C4H10N2O2 in total from the Open Molecules 2025 dataset. Energies are from ωB97M-V with the def2-TZVPD basis set.

Atoms and positions in Å:
C  -3.159082  -0.015073  1.335355
C  -1.890867  0.192348  0.592699
O  -1.689094  -0.299729  -0.510732
N  -0.928903  0.958578  1.177199
H  -3.360259  -0.813658  2.042633
H  -3.978342  -0.001486  0.626461
H  -0.209559  1.186687  0.513916
H  -1.098876  1.541586  1.975311
H  -3.370669  0.896368  1.914956
C  1.507803  0.269578  -1.929395
C  2.092463  -0.182287  -0.621599
O  3.078270  0.180166  -0.034954
N  1.391817  -1.272780  -0.053201
H  1.585882  -1.630073  0.883361
H  0.432591  -1.451499  -0.372155
H  1.726606  -0.521151  -2.649471
H  1.955491  1.218317  -2.210830
H  0.426261  0.352206  -1.828315

Force components x, y, z for each atom (eV/Å):
C -1.53 1.73 0.57
C 0.14 -0.75 0.19
O 0.54 -0.13 -0.09
N -0.04 -0.41 -0.43
H 0.83 -0.49 -0.26
H -0.01 -0.40 -0.37
H 0.19 0.50 0.33
H -0.02 0.10 0.04
H 0.22 -0.14 0.09
C 0.47 0.68 0.00
C -3.13 -3.83 0.24
O 1.33 1.18 0.61
N 0.56 1.08 -0.60
H 0.36 0.32 -0.25
H 0.07 0.54 0.02
H 0.15 0.07 -0.02
H -0.01 -0.06 -0.23
H -0.13 -0.01 0.16

The calculation puts the frontier orbital gap (alpha / beta) at 9.63 / 4.36 eV. The spin multiplicity is 2. Its total charge is +1.

(4)
Here is a cluster of 2 separate species, C4H10N2O2 in total from the Open Molecules 2025 dataset. Energies are from ωB97M-V with the def2-TZVPD basis set.

Atoms and positions in Å:
C  1.917025  0.773520  2.173779
C  0.659306  1.562247  2.364706
O  0.395472  2.377528  3.228498
N  -0.343392  1.311826  1.441110
H  -1.049610  2.046217  1.473284
H  -0.253633  0.728172  0.595160
H  2.385700  0.573473  3.141109
H  2.693784  1.324914  1.638224
H  1.826315  -0.200618  1.697114
C  -0.477169  -1.258354  -2.976337
C  -1.057434  -0.624393  -1.775627
O  -1.240661  0.575435  -1.649437
N  -1.237370  -1.397870  -0.643669
H  -1.345833  -1.584369  -3.558815
H  0.134009  -2.150731  -2.837111
H  -1.910985  -1.052944  0.014801
H  -1.285049  -2.383798  -0.779127
H  0.189528  -0.620258  -3.547670

Force components x, y, z for each atom (eV/Å):
C 1.77 -0.19 1.45
C -2.07 -3.24 -4.97
O 0.51 1.46 1.76
N 1.22 1.34 1.85
H -0.32 -0.63 -0.50
H 0.26 0.49 0.33
H -0.19 0.11 0.10
H -0.44 0.44 -0.16
H -0.86 0.23 -0.20
C 0.01 -0.91 -0.91
C 0.93 0.97 1.81
O -0.07 0.20 -0.35
N 0.07 -0.34 -0.54
H 0.26 0.16 -0.40
H -0.31 -0.16 0.67
H -0.25 0.19 0.07
H 0.04 -0.67 0.02
H -0.54 0.56 -0.03

The calculation puts the frontier orbital gap (alpha / beta) at 9.17 / 3.94 eV. The spin multiplicity is 2. Its total charge is +1.

(5)
Here is a cluster of 2 separate species, C4H10N2O3 in total from the Open Molecules 2025 dataset. Energies are from ωB97M-V with the def2-TZVPD basis set.

Atoms and positions in Å:
C  0.486053  -0.897747  -0.961881
C  0.357554  1.791267  1.381220
C  -0.927040  1.222079  0.787466
C  -0.668325  0.936298  -0.633475
N  1.571244  -1.865762  -0.534223
N  -1.138776  0.019672  1.466240
O  0.799632  -0.613551  -2.282514
O  -0.742170  -1.576751  -0.920271
O  -1.252196  1.294883  -1.569644
H  0.607033  2.800665  1.110559
H  0.408887  1.601677  2.457827
H  1.109616  1.056963  1.018976
H  -1.904863  1.936589  0.979421
H  2.348579  -1.606130  -1.073047
H  1.774586  -1.950847  0.430560
H  -1.735116  -0.683846  1.010906
H  -0.304277  -0.403629  1.541293
H  -0.789219  -2.425036  -1.303414
H  -0.001202  -0.636794  -2.905998

Force components x, y, z for each atom (eV/Å):
C -1.41 -0.69 -1.05
C 0.53 -1.39 0.12
C -1.73 2.90 1.70
C 0.78 -1.85 0.05
N -2.70 1.75 -0.86
N -4.05 -0.64 0.66
O -0.54 -0.07 -1.72
O -0.98 2.08 1.52
O 0.18 0.13 -1.38
H 0.10 0.32 -0.11
H -0.50 0.57 -0.01
H 0.14 0.80 -0.15
H 2.46 -1.51 -0.98
H 1.51 0.22 -0.53
H 0.08 0.26 0.98
H 0.13 0.86 0.04
H 3.64 -2.09 0.67
H 0.83 -1.82 -0.86
H 1.55 0.16 1.93

The calculation puts the frontier orbital gap (alpha / beta) at 8.74 / 8.74 eV.

(6)
Here is a cluster of 2 separate species, C4H10N2O3 in total from the Open Molecules 2025 dataset. Energies are from ωB97M-V with the def2-TZVPD basis set.

Atoms and positions in Å:
C  -1.731170  -0.540411  1.620228
C  -1.031397  0.109012  0.415684
C  0.031680  -0.801855  -0.213352
C  1.248314  -0.105617  -0.626930
N  0.590550  1.743281  -1.664735
N  2.051400  0.431740  0.463380
O  3.135137  0.889283  0.154814
O  1.581011  0.434157  1.574709
O  -0.475085  -1.446969  -1.404303
H  -2.138306  -1.478817  1.374233
H  -0.974814  -0.503884  2.399355
H  -2.607029  0.092050  1.840180
H  -0.657553  0.948189  0.876783
H  -1.654463  0.514499  -0.395838
H  0.265315  -1.487396  0.702146
H  1.900668  -0.246069  -1.531392
H  -0.135403  1.532866  -2.353482
H  1.432671  2.220714  -2.151825
H  -0.831528  -2.304769  -1.079648

Force components x, y, z for each atom (eV/Å):
C -0.42 1.78 -1.16
C -1.17 -0.92 -0.82
C -0.66 -0.61 0.88
C 0.89 2.63 -2.64
N 1.71 0.13 1.23
N 0.08 0.78 -0.98
O 0.21 -0.06 0.06
O -0.11 -0.22 0.79
O -0.07 -1.17 1.62
H -0.19 -1.57 0.09
H -0.40 -0.50 0.42
H 0.45 -0.16 0.43
H 1.58 2.04 0.42
H -0.18 -0.56 0.28
H 0.14 0.43 -1.95
H -1.01 -0.66 1.27
H 0.52 -0.56 -0.09
H -1.58 -1.64 0.84
H 0.21 0.82 -0.69

The calculation puts the frontier orbital gap (alpha / beta) at 7.94 / 8.77 eV.

(7)
Here is the molecule C4H10N2O3S from the Open Molecules 2025 dataset. Energies are from ωB97M-V with the def2-TZVPD basis set.

Atoms and positions in Å:
C  2.400498  -0.584215  -0.038737
N  1.303107  -1.056010  0.714366
S  -0.206388  -1.282671  0.124877
O  -0.099594  -1.826777  -1.184812
O  -0.901409  -1.893119  1.175677
C  -0.941851  0.623088  -0.236442
C  -0.812544  1.283410  1.060986
N  -0.186749  1.047513  -1.305279
C  -2.321930  0.182717  -0.708014
O  -2.605774  -0.170727  -1.777679
H  1.976525  -0.431033  -1.034294
H  2.703400  0.482129  0.285398
H  3.342346  -1.221321  0.197724
H  1.439947  -1.143166  1.681360
H  0.277016  1.219570  1.263845
H  -1.319451  0.547389  1.800480
H  -1.105106  2.280963  1.354813
H  -0.681774  0.951273  -2.163861
H  0.803926  0.884089  -1.298205
H  -3.064196  0.106900  0.087797

Force components x, y, z for each atom (eV/Å):
C 1.93 1.72 0.71
N -0.77 -0.24 -0.44
S 0.64 2.70 -1.11
O 0.24 -0.49 -0.55
O -1.52 -1.43 1.97
C -0.05 -2.19 -1.00
C 0.62 -1.96 3.01
N 0.22 1.43 -0.17
C 0.46 0.75 3.79
O -0.38 -0.56 -3.77
H 1.30 -0.92 -0.39
H -0.39 -1.32 -0.29
H -1.59 0.83 -1.35
H -0.34 -0.20 1.38
H -0.49 0.21 0.34
H 0.82 1.34 -0.79
H -0.50 0.38 -0.92
H 0.27 -0.39 -0.82
H -0.22 0.23 -0.25
H -0.25 0.12 0.65

The SMILES is CNS(=O)(=O)[C@@](C)(N)C=O. The calculation puts the frontier orbital gap at 9.44 eV.

Relative energy (zero: lowest compared OMol25 entry of this formula, charge and spin) for the records above, in order: 154.1; 41.6; 31.7; 33.3; 102.8; 177.2; 68.6 kcal/mol
Electronic energy for the records above, in order: -11380.22254; -11385.09919; -11376.73883; -11376.66810; -13429.39853; -13426.17240; -24265.77025 eV
Molar mass for the records above, in order: 118.14; 118.14; 118.14; 118.14; 134.14; 134.14; 166.20 g mol⁻¹